A single C3H6BNO2 molecule. Source: OMol25; level of theory: ωB97M-V/def2-TZVPD.

Geometry as XYZ:
```
13
Properties=species:S:1:pos:R:3:mulliken_charge:R:1
C 0.972 0.609 1.673 -0.795
B 0.365 0.215 0.343 0.079
N -0.848 -0.449 0.186 -0.268
C -1.252 -0.881 -1.153 -0.195
O -0.207 -0.639 -2.041 -0.503
C 0.914 0.366 -1.166 0.446
O 1.673 0.894 -1.878 -0.407
H 0.786 1.683 1.772 0.308
H 2.023 0.406 1.526 0.252
H 0.622 0.307 2.643 0.340
H -1.576 -0.349 0.894 0.217
H -1.478 -1.939 -1.268 0.269
H -1.996 -0.224 -1.532 0.259
```

As for the HOMO-LUMO gap: 9.94 eV. As for the SMILES: CB1NCOC1=O. The HOMO energy is -9.6 eV. The value obtained for the largest force on an atom is 3.74 eV/A. The calculation puts the energy above the lowest of the compared OMol25 structures with the same formula, charge and spin at 50.4 kcal per mole.


A molecular structure, C3H6BiO4. Source: OMol25; level of theory: ωB97M-V/def2-TZVPD.

Geometry as XYZ:
```
14
Properties=species:S:1:pos:R:3:mulliken_charge:R:1
O 0.894 0.124 -1.354 -0.180
C 0.531 -0.409 -0.207 0.962
C -0.085 -0.226 -2.347 -0.271
O 0.852 0.729 1.389 -0.767
O -0.782 -0.799 -0.213 -0.351
C -1.342 -0.536 -1.519 -0.254
Bi -0.635 -0.361 2.244 2.000
H 0.277 -1.090 -2.915 0.348
H -0.212 0.635 -3.009 0.345
H -1.859 -1.437 -1.859 0.308
H -2.027 0.306 -1.386 0.331
O 1.321 -1.178 0.471 -0.511
H 1.459 1.418 1.680 0.401
H 1.964 -0.150 1.174 0.640
```

As for the HOMO-LUMO gap: 6.32 eV. The HOMO energy is -24.3 eV. The value obtained for the largest force on an atom is 7.88 eV/A. Its net charge is +3.


A molecular structure, C3H6BrMgO. Source: OMol25; level of theory: ωB97M-V/def2-TZVPD.

Geometry as XYZ:
```
12
Properties=species:S:1:pos:R:3:mulliken_charge:R:1
Mg -4.880 0.334 -0.972 1.041
Br -2.961 -0.858 -1.668 -0.055
C 0.985 -0.668 1.324 -1.070
C 0.585 0.577 0.548 0.787
O 0.104 1.553 1.063 -0.553
C 0.715 0.510 -0.935 -0.735
H 2.076 -0.729 1.377 0.302
H 0.643 -1.577 0.828 0.324
H 0.595 -0.608 2.337 0.318
H 1.586 -0.061 -1.251 0.331
H 0.744 1.512 -1.358 0.304
H -0.192 0.015 -1.293 0.005
```

As for the HOMO-LUMO gap: 3.90 eV. The HOMO energy is -11.9 eV. The value obtained for the largest force on an atom is 1.27 eV/A. The calculation puts the energy above the lowest of the compared OMol25 structures with the same formula, charge and spin at 0.0 kcal per mole. Its net charge is +1.


A single C3H6BrN2OP molecule. Source: OMol25; level of theory: ωB97M-V/def2-TZVPD.

Geometry as XYZ:
```
14
Properties=species:S:1:pos:R:3:mulliken_charge:R:1
C -0.209 0.957 -0.565 0.118
C -1.388 -0.798 0.680 -0.879
C -1.072 -0.248 -0.711 -0.233
N 0.908 1.186 -1.100 0.356
N 2.054 1.150 -0.974 -0.566
O 1.135 0.389 1.208 -0.319
P 2.554 0.608 0.914 0.230
Br 3.293 -1.252 -0.177 -0.273
H -0.638 1.917 -0.105 0.310
H -2.105 -1.684 0.695 0.323
H -1.860 0.037 1.399 0.248
H -0.309 -1.060 1.145 0.223
H -1.978 -0.134 -1.334 0.286
H -0.386 -1.069 -1.075 0.176
```

As for the HOMO-LUMO gap: 9.23 eV. The HOMO energy is -9.3 eV. The value obtained for the largest force on an atom is 4.09 eV/A. The calculation puts the energy above the lowest of the compared OMol25 structures with the same formula, charge and spin at 36.6 kcal per mole.


A single C3H6BrNO3 molecule. Source: OMol25; level of theory: ωB97M-V/def2-TZVPD.

Geometry as XYZ:
```
14
Properties=species:S:1:pos:R:3:mulliken_charge:R:1
C 0.340 1.152 0.070 -1.287
C 0.646 -0.201 -0.487 -0.217
Br 2.524 -0.502 -0.045 -0.125
C -0.343 -1.381 0.556 -0.161
O 0.053 -2.657 0.326 -0.459
N -1.703 -1.214 0.053 1.051
O -2.361 -0.233 0.339 -0.573
O -2.067 -2.062 -0.769 -0.624
H -0.631 1.280 0.374 0.408
H 0.380 1.834 -0.641 0.445
H 0.978 1.503 0.938 0.378
H 0.565 -0.582 -1.440 0.507
H -0.009 -1.270 1.632 0.320
H -0.326 -3.106 -0.408 0.338
```

As for the HOMO-LUMO gap: 9.54 eV. As for the SMILES: C[C@@H](Br)[C@H](O)[N+](=O)[O-]. The HOMO energy is -10.1 eV. The value obtained for the largest force on an atom is 6.06 eV/A. The calculation puts the energy above the lowest of the compared OMol25 structures with the same formula, charge and spin at 41.9 kcal per mole.


2 unconnected molecules or ions with the total composition C3H6BrNS. Source: OMol25; level of theory: ωB97M-V/def2-TZVPD.

Geometry as XYZ:
```
12
Properties=species:S:1:pos:R:3:mulliken_charge:R:1
C -1.353 -0.241 -0.235 -0.022
C 0.933 -0.891 -0.428 -1.052
C 0.417 1.336 0.500 -1.062
N -0.097 0.077 -0.010 0.209
S -2.154 -2.996 -0.013 -0.124
Br -2.619 1.083 0.238 -0.165
H 0.447 -1.631 -1.155 0.367
H 1.601 -0.355 -1.138 0.407
H 1.431 -1.584 0.224 0.315
H -0.039 2.336 0.040 0.302
H -0.030 1.533 1.445 0.426
H 1.462 1.333 0.533 0.399
```

As for the HOMO-LUMO gap (alpha / beta): 7.17 / 7.18 eV. The HOMO energy (alpha / beta) is -8.7 / -8.7 eV. The value obtained for the largest force on an atom is 4.09 eV/A. The calculation puts the energy above the lowest of the compared OMol25 structures with the same formula, charge and spin at 99.0 kcal per mole.


| no. | E_tot (eV) |
| --- | --- |
| 1 | -9469.7232 |
| 2 | -17196.5989 |
| 3 | -80735.9112 |
| 4 | -87565.2388 |
| 5 | -80878.6366 |
| 6 | -85570.8435 |